Version one
This record from OMol25 describes a molecular structure, C2HFN2O2. The level of theory is ωB97M-V/def2-TZVPD.

```
8
Properties=species:S:1:pos:R:3
C -0.85862 -1.23326 0.12296
C -0.31870 0.07089 0.34622
N -1.30678 -2.20917 -0.25179
N 1.02188 0.50334 -0.38163
O 1.05203 0.66224 -1.59915
O 1.91179 0.93434 0.34509
F -0.18258 0.44759 1.64752
H -1.31903 0.82403 -0.22922
```

The value obtained for the LUMO energy is -1.060 eV. Its spin multiplicity is 1. As for the net charge: 0. The frontier orbital gap comes out at 10.98 eV.

Version two
This record from OMol25 describes a single C2HFN2O2 molecule. The level of theory is ωB97M-V/def2-TZVPD.

```
8
Properties=species:S:1:pos:R:3
C 1.35108 0.01187 0.12270
C 1.15466 1.36240 -0.13661
N 0.50919 -0.85006 -0.47585
N -1.61879 -0.58358 0.56440
O -2.75623 -0.60790 0.34804
O -0.80100 -0.66161 -0.66195
F -0.03009 1.89364 0.01732
H 2.19119 -0.56476 0.22195
```

The value obtained for the LUMO energy (alpha / beta) is -1.521 / -1.552 eV. Its spin multiplicity is 1. As for the net charge: 0. The frontier orbital gap (alpha / beta) comes out at 7.78 / 7.92 eV.

Version three
This record from OMol25 describes 2 unconnected molecules or ions with the total composition C2HFN2O2. The level of theory is ωB97M-V/def2-TZVPD.

```
8
Properties=species:S:1:pos:R:3
C -0.46400 1.30003 0.09348
C -0.09861 0.04649 -0.45230
N -0.88181 2.32481 0.38542
N 0.81118 -0.73271 0.32733
O 0.87869 -0.23041 1.44246
O 1.47704 -1.57479 -0.14942
F -0.00440 -0.29412 -1.69529
H -1.71809 -0.83931 0.04833
```

The value obtained for the LUMO energy (alpha / beta) is -2.325 / -2.565 eV. Its spin multiplicity is 1. As for the net charge: 0. The frontier orbital gap (alpha / beta) comes out at 8.76 / 8.78 eV.

Stability, highest: version one

Version one
This record from OMol25 describes a single C5H11P molecule. The level of theory is ωB97M-V/def2-TZVPD.

```
17
Properties=species:S:1:pos:R:3
C -0.05768 -0.92971 0.52718
C -0.24681 0.53852 0.52930
C 0.96257 -0.01260 -0.26637
C -0.96648 -1.66643 -0.37706
C -1.28543 1.39539 -0.17027
P 2.83076 0.00173 0.00136
H 0.30343 -1.28371 1.50498
H 0.00387 1.00791 1.49889
H 0.66441 -0.21094 -1.33052
H -1.31039 -0.85908 -1.09487
H -1.83687 -2.07682 0.08301
H -0.51780 -2.33784 -1.02995
H -0.85834 2.34957 -0.18886
H -2.13009 1.39883 0.46018
H -1.21992 1.10022 -1.23624
H 2.73526 0.20923 1.31647
H 2.92950 1.37572 -0.22722
```

The value obtained for the LUMO energy is 1.143 eV. Its spin multiplicity is 1. As for the net charge: 0. The frontier orbital gap comes out at 10.19 eV. As for the SMILES: C[C@@H]1[C@H](C)[C@H]1P.

Version two
This record from OMol25 describes 2 unconnected molecules or ions with the total composition C5H11P. The level of theory is ωB97M-V/def2-TZVPD.

```
17
Properties=species:S:1:pos:R:3
C 0.87573 1.24842 0.41605
C -0.23998 1.66644 0.95564
C -1.45098 1.89556 0.19755
C -0.46302 -2.17750 0.08969
C 1.04369 -0.70505 -1.75817
P 1.14162 -2.01958 -0.79608
H 1.61241 0.81360 1.05561
H 0.84224 0.84441 -0.68293
H -1.86842 2.89605 0.35168
H -2.25094 1.16393 0.46321
H -1.17491 1.83417 -0.80299
H -1.18152 -1.81748 -0.62748
H -0.17691 -1.48007 1.03887
H -0.57392 -3.21020 0.38300
H 1.98433 -0.55004 -2.37590
H -0.31315 2.08314 1.92526
H 2.19372 -2.48583 0.16698
```

The value obtained for the LUMO energy is -0.136 eV. Its spin multiplicity is 1. As for the net charge: 0. The frontier orbital gap comes out at 8.54 eV. As for the SMILES: C#[PH]C.C=CC.

Version three
This record from OMol25 describes 2 unconnected molecules or ions with the total composition C5H11P. The level of theory is ωB97M-V/def2-TZVPD.

```
17
Properties=species:S:1:pos:R:3
C 0.40392 1.56438 0.43713
C 1.57685 2.11861 0.48832
C -0.97372 1.89808 0.14211
C 0.81055 -1.60001 -1.27310
C -1.09231 -2.04496 0.67576
P 0.65053 -1.31530 0.49806
H 1.77951 3.14415 0.66316
H 2.59172 1.49788 0.58501
H -1.58720 1.93915 1.02920
H -1.48722 1.09903 -0.61307
H -1.02723 2.87407 -0.35014
H 1.06166 -2.59129 -1.67495
H -0.16387 -1.15597 -1.58547
H 1.60244 -0.96659 -1.56774
H -1.42392 -1.54213 1.51899
H -1.80064 -1.88223 -0.02577
H -0.92106 -3.03687 1.05249
```

The value obtained for the LUMO energy (alpha / beta) is 0.100 / 0.371 eV. Its spin multiplicity is 1. As for the net charge: 0. The frontier orbital gap (alpha / beta) comes out at 7.74 / 7.80 eV.

Stability, highest: version one

Version one
This record from OMol25 describes 2 unconnected molecules or ions with the total composition C5H9B. The level of theory is ωB97M-V/def2-TZVPD.

```
15
Properties=species:S:1:pos:R:3
B -0.56128 0.58341 1.58619
C 0.51714 -1.09986 -2.94804
C 1.76546 -0.85000 -2.91402
C 1.08508 -0.54122 -1.64545
C 0.43506 1.32317 2.16926
C -2.02338 0.05950 1.88408
H -0.43954 -1.27095 -3.39154
H 2.70794 -0.77950 -3.60193
H 1.58400 -0.98649 -0.89052
H 0.57985 0.56692 -1.55798
H 0.78143 0.99359 3.18563
H 0.79506 2.25283 1.89194
H -2.70908 -0.47299 1.15864
H -2.53941 0.88821 2.36042
H -1.97834 -0.66662 2.71331
```

The value obtained for the LUMO energy is 0.405 eV. Its spin multiplicity is 1. As for the net charge: 0. The frontier orbital gap comes out at 8.79 eV. As for the SMILES: C1=CC1.C=BC.

Version two
This record from OMol25 describes a molecular structure, C5H9B. The level of theory is ωB97M-V/def2-TZVPD.

```
15
Properties=species:S:1:pos:R:3
B 0.08196 0.66021 -0.00987
C 1.32455 -0.17718 0.26939
C 1.23820 -1.47090 0.21497
C -1.11454 -0.29260 0.32802
C -0.12870 -2.00257 -0.20618
C -0.09488 2.09665 -0.48874
H 2.17057 0.27643 0.63078
H 2.02579 -2.19510 0.37644
H -0.90353 -0.49320 1.38343
H -2.11604 -0.08678 -0.02509
H -0.15141 -1.98724 -1.30410
H -0.48190 -2.79440 0.29087
H 0.77554 2.77653 -0.89581
H -0.46075 2.67081 0.30723
H -0.86122 2.25556 -1.36512
```

The value obtained for the LUMO energy is 0.706 eV. Its spin multiplicity is 1. As for the net charge: 0. The frontier orbital gap comes out at 10.39 eV.

Version three
This record from OMol25 describes a single C5H9B molecule. The level of theory is ωB97M-V/def2-TZVPD.

```
15
Properties=species:S:1:pos:R:3
B 0.64939 -0.17359 0.33685
C -0.38770 -1.29491 0.22283
C -1.63732 -0.84039 0.16070
C 0.09880 1.21276 0.38190
C -1.83298 0.56030 -0.27992
C 2.17029 -0.25732 -0.13758
H -0.38357 -2.43296 0.38606
H -2.58068 -1.52640 0.29358
H -0.22564 1.94506 1.19000
H 0.37447 1.83463 -0.46671
H -1.65531 0.93308 -1.20239
H -2.67088 1.00821 0.02203
H 2.71046 0.66589 -0.29521
H 2.45569 -0.75898 -1.17351
H 2.91498 -0.87536 0.56136
```

The value obtained for the LUMO energy is 0.722 eV. Its spin multiplicity is 1. As for the net charge: 0. The frontier orbital gap comes out at 9.63 eV.

Stability, highest: version two

Version one
This record from OMol25 describes a gas-phase ion, C4H11N2O2 (charge +1). The level of theory is ωB97M-V/def2-TZVPD.

```
19
Properties=species:S:1:pos:R:3
C 1.09054 0.89425 0.96123
C 2.08070 2.02710 0.72612
C -2.06444 -2.03813 -0.95136
C -0.87759 -1.21996 -1.11791
N 0.92819 0.36330 2.20330
N 0.16663 0.53294 0.06281
O -0.99637 -0.21770 -2.08071
O -0.70528 -0.54169 0.19447
H 2.77901 2.00517 -0.07572
H 1.45920 2.91528 0.63585
H 2.58714 2.29852 1.56492
H -2.81624 -1.36670 -0.46855
H -1.76660 -2.95145 -0.60310
H -2.36378 -2.38840 -1.93168
H 0.12974 -1.64596 -1.45188
H 1.67791 0.52294 2.80226
H 0.41397 -0.41317 2.52182
H 0.08093 0.87910 -1.01324
H -1.80366 0.34458 -1.97863
```

The value obtained for the LUMO energy is -3.282 eV. Its spin multiplicity is 1. As for the net charge: +1. The frontier orbital gap comes out at 11.07 eV. As for the SMILES: C/C(N)=[NH+]/O[C@@H](C)O.

Version two
This record from OMol25 describes a gas-phase ion, C4H11N2O2 (charge +1). The level of theory is ωB97M-V/def2-TZVPD.

```
19
Properties=species:S:1:pos:R:3
O -2.16627 -1.60054 1.08293
C -1.15561 -0.99702 1.50323
O -0.53534 -1.63733 2.49079
C -0.63772 0.14935 0.61642
C 0.92934 -0.18361 0.33532
C 1.74116 0.27721 -0.85318
N 0.79042 1.16203 -1.65299
N -1.44882 0.17980 -0.68314
H -1.31092 -2.26450 2.98689
H -0.65534 1.09550 1.23537
H 0.87688 -1.22449 0.41545
H 1.44290 0.13688 1.27366
H 1.96130 -0.56041 -1.54189
H 2.66032 0.87915 -0.52611
H 1.15088 1.37886 -2.52464
H 0.59449 2.10275 -1.16551
H -0.21389 0.72751 -1.69422
H -2.05251 1.02231 -0.49678
H -1.97127 -0.64343 -0.80161
```

The value obtained for the LUMO energy is -3.472 eV. Its spin multiplicity is 1. As for the net charge: +1. The frontier orbital gap comes out at 10.49 eV. As for the SMILES: N[C@H](CC[NH3+])C(=O)O.

Version three
This record from OMol25 describes 2 unconnected molecules or ions with the total composition C4H11N2O2. The level of theory is ωB97M-V/def2-TZVPD.

```
19
Properties=species:S:1:pos:R:3
C -3.00614 -0.50724 0.02965
C -1.60317 -0.69763 -0.64823
C -0.84722 1.60350 0.57767
C -0.57456 0.19660 0.04032
N 1.79438 -0.52096 0.00619
N 0.61425 -0.33224 0.09815
O 2.41004 -1.12960 1.04730
O 4.30982 -0.13720 -0.58445
H -3.36923 0.46456 0.05825
H -3.78290 -1.02373 -0.51860
H -3.03949 -0.74436 1.07840
H 4.43919 0.78626 -0.28991
H -1.75685 -0.19582 -1.63869
H -1.27572 -1.76940 -0.71311
H -1.89182 1.73334 0.32085
H -0.72820 1.56208 1.64182
H -0.19183 2.35349 0.18787
H 3.29292 -1.15372 0.55598
H 4.88291 -0.30924 -1.34049
```

The value obtained for the LUMO energy is -4.321 eV. Its spin multiplicity is 1. As for the net charge: +1. The frontier orbital gap comes out at 10.73 eV.

Stability, highest: version two

Version one
This record from OMol25 describes a single C6H4O molecule. The level of theory is ωB97M-V/def2-TZVPD.

```
11
Properties=species:S:1:pos:R:3
C -1.60237 -0.46771 -2.83022
C -0.97861 -0.27867 -1.71998
C -0.44419 -0.29379 -0.37973
C 0.79934 -0.67227 0.01061
C 1.01441 -0.03901 1.26857
C -0.10212 0.69121 1.51688
O -0.99722 0.56601 0.50977
H -0.27101 0.53612 -2.01904
H 1.48312 -1.27793 -0.56941
H 1.89697 -0.10764 1.88457
H -0.41164 1.32453 2.33146
```

The value obtained for the LUMO energy is -0.164 eV. Its spin multiplicity is 1. As for the net charge: 0. The frontier orbital gap comes out at 8.97 eV.

Version two
This record from OMol25 describes a single C6H4O molecule. The level of theory is ωB97M-V/def2-TZVPD.

```
11
Properties=species:S:1:pos:R:3
C -1.65617 -0.51543 -0.62090
C -1.17380 0.84976 -0.53480
C -0.28821 1.62192 -0.22564
C 0.94832 1.34482 0.49846
O 1.68958 2.10524 1.06521
C 1.29394 -0.09847 0.53912
C 1.95445 -1.09652 0.69183
H -2.54978 -0.71706 -0.02838
H -0.76928 -0.99878 -0.14850
H -1.75843 -0.88994 -1.64088
H 2.66655 -1.87092 0.87411
```

The value obtained for the LUMO energy is -0.040 eV. Its spin multiplicity is 1. As for the net charge: 0. The frontier orbital gap comes out at 10.34 eV. As for the SMILES: C#CC(=O)C#CC.

Stability, highest: version one

Version one
This record from OMol25 describes a molecular structure, C6H4O. The level of theory is ωB97M-V/def2-TZVPD.

```
11
Properties=species:S:1:pos:R:3
C 3.14611 -0.50267 -0.20958
C 1.90269 -0.37736 -0.04636
C 0.51078 -0.17654 0.10491
C -0.19824 0.90672 0.53432
C -1.56968 0.58942 0.33597
C -1.58319 -0.66175 -0.20271
O -0.33963 -1.14342 -0.35239
H 2.57287 0.01461 -1.14763
H 0.23417 1.81864 0.92338
H -2.42624 1.20840 0.55842
H -2.37689 -1.31906 -0.52604
```

The value obtained for the LUMO energy is 0.351 eV. Its spin multiplicity is 1. As for the net charge: 0. The frontier orbital gap comes out at 9.95 eV.

Version two
This record from OMol25 describes a single C6H4O molecule. The level of theory is ωB97M-V/def2-TZVPD.

```
11
Properties=species:S:1:pos:R:3
C -2.55709 -0.14737 -1.36460
C -1.33762 -0.00579 -0.89770
C -0.20474 0.14666 -0.34548
C 0.74457 0.29503 0.56885
O 0.51059 0.96817 1.73159
C 2.07635 -0.22754 0.50140
C 3.19146 -0.68048 0.53270
H -3.35109 0.33459 -0.80194
H -0.44127 1.14023 1.77800
H -2.80460 -0.72003 -2.25251
H 4.17343 -1.10346 0.54968
```

The value obtained for the LUMO energy is -0.034 eV. Its spin multiplicity is 1. As for the net charge: 0. The frontier orbital gap comes out at 8.34 eV. As for the SMILES: C#CC(O)=C=C=C.

Version three
This record from OMol25 describes a molecular structure, C6H4O. The level of theory is ωB97M-V/def2-TZVPD.

```
11
Properties=species:S:1:pos:R:3
C -0.99230 -0.73567 -0.15386
C -0.66952 -0.89140 -1.65813
C 0.20777 -1.42470 -0.80976
C 0.37270 -0.93231 0.53200
C 0.26628 0.49632 0.65924
C 0.59167 1.47761 -0.39924
O 1.04580 1.19928 -1.48592
H -1.89701 -1.04828 0.36186
H 0.46315 -1.57180 1.40153
H 0.26318 0.90617 1.67924
H 0.34828 2.52477 -0.12696
```

The value obtained for the LUMO energy is -0.569 eV. Its spin multiplicity is 1. As for the net charge: 0. The frontier orbital gap comes out at 8.44 eV.

Stability, highest: version one